28
Properties=species:S:1:pos:R:3:forces:R:3 method="wB97M-V/def2-TZVPD" gap_ha="0.240 / 0.160" homo_energy_ev="-11.458 / -10.680" charge=+1 lumo_energy_ha="-0.1809 / -0.2322" energy_ev=-21281.02787
C 0.109989 0.238189 -0.028316 -0.482 -0.760 0.211
C -0.952809 -0.792390 -0.187270 0.700 -1.705 2.093
C -2.257254 0.860396 -1.188678 0.333 0.583 2.116
C -1.435293 2.061636 -0.515315 -1.536 -3.375 1.185
C -3.181812 -0.458009 0.672372 -2.567 -1.133 0.738
C 0.952312 2.428085 -0.028696 1.028 -1.565 0.121
C 3.273429 -3.012500 0.269428 0.821 0.757 0.873
N -2.280926 -0.360259 -0.420864 -0.037 0.332 0.156
N -0.113796 1.481738 -0.198315 -1.087 -1.156 0.144
N 2.676556 -0.136452 -0.076065 0.935 -0.244 1.464
P 2.640655 -1.432866 0.898773 0.385 1.368 0.827
H -0.675200 -1.458597 -0.971963 0.780 -0.398 -1.145
H -0.834738 -1.555243 0.692161 -0.556 1.620 -1.113
H -3.259511 1.133687 -1.325220 -1.385 0.725 -0.395
H -1.873983 0.508933 -2.099473 0.961 0.523 -1.681
H -1.317229 2.853920 -1.169312 0.276 1.586 -1.357
H -1.896971 2.427857 0.443366 0.283 -0.403 -0.944
H -2.865230 0.040492 1.594100 -0.004 0.339 0.035
H -4.223435 -0.041338 0.343977 1.867 -0.811 0.715
H -3.326952 -1.569966 0.984601 0.154 1.808 -0.714
H 1.671752 2.072212 -0.824669 -0.003 1.254 1.549
H 1.198701 2.353040 1.054493 0.801 0.380 -1.090
H 0.471241 3.329751 -0.236264 0.153 1.936 -0.352
H 3.172442 -3.084547 -0.778043 -0.017 0.305 -1.343
H 2.696896 -3.804328 0.650750 -0.778 -1.051 0.816
H 4.313655 -3.162480 0.566487 -0.035 0.122 -0.057
H 2.574016 -0.466298 -0.998534 -0.270 -0.236 -1.878
H 3.365761 -0.959055 2.092868 -0.722 -0.802 -0.974

26
Properties=species:S:1:pos:R:3:forces:R:3 method="wB97M-V/def2-TZVPD" smiles=CC(C)(O)C(C)(C)CN gap_ha=0.334 homo_energy_ev=-8.235 charge=0 lumo_energy_ha=0.0315 energy_ev=-11070.76132
C -1.174542 -1.682006 -0.018149 0.021 0.407 0.321
C -0.265405 -0.647261 0.613598 4.187 -2.678 1.127
C 1.179999 -1.568829 1.231133 -3.041 0.548 0.161
O -0.823497 0.003001 1.688302 -1.380 0.093 1.438
C 0.473190 0.288177 -0.262442 -3.598 3.108 -2.739
C 1.300478 -0.286335 -1.398158 -0.174 0.141 0.205
C 1.218730 1.401015 0.458869 -0.078 -0.042 -0.034
C -0.946858 1.166954 -1.073456 2.180 -0.772 0.838
N -1.923814 1.611968 -0.082245 -0.136 0.121 -0.088
H -1.460338 -2.406412 0.744593 0.039 -0.058 -0.016
H -2.080284 -1.186293 -0.364851 -0.108 -0.049 -0.156
H -0.691090 -2.202151 -0.839096 -0.045 -0.022 -0.067
H 2.099048 -1.027079 1.429883 -0.146 0.381 -0.340
H 0.812653 -1.925084 2.191186 0.044 -0.269 0.066
H 1.346915 -2.407024 0.562775 0.089 -0.044 -0.082
H -1.799359 0.169773 1.592270 1.490 -0.322 -0.473
H 2.270660 -0.631109 -1.044209 0.051 -0.095 0.083
H 1.493508 0.500838 -2.126431 -0.022 -0.002 -0.106
H 0.798495 -1.111566 -1.895934 -0.002 -0.034 -0.105
H 0.667382 1.811027 1.300412 -0.102 -0.134 0.066
H 2.171125 1.039105 0.840932 0.144 0.053 0.005
H 1.404309 2.224561 -0.230445 0.181 -0.050 -0.109
H -1.439930 0.510985 -1.793173 0.155 -0.189 0.138
H -0.490493 1.986746 -1.641148 0.101 0.002 0.049
H -1.476030 2.197912 0.613167 0.010 -0.014 -0.044
H -2.664854 2.169086 -0.497383 0.141 -0.079 -0.139

26
Properties=species:S:1:pos:R:3:forces:R:3 method="wB97M-V/def2-TZVPD" smiles="CC(C)(C)O.CC(C)=N" gap_ha=0.388 homo_energy_ev=-9.683 charge=0 lumo_energy_ha=0.0318 energy_ev=-11071.36150
C -0.020272 1.409926 2.151511 0.175 0.027 -0.243
C 0.724270 1.204318 0.826982 -0.100 -0.075 0.345
C 1.994750 0.379057 1.055372 -0.212 0.188 -0.213
C 1.053810 2.548231 0.179755 -0.150 -0.341 0.036
O -0.141339 0.524887 -0.087094 -0.182 -0.439 0.628
H -0.219734 0.449411 2.626630 -0.001 -0.065 0.046
H -0.971969 1.906337 1.968190 -0.020 0.055 -0.011
H 0.573247 2.017638 2.832130 0.013 0.032 0.124
H 2.646629 0.878295 1.770496 0.056 -0.039 0.084
H 1.740865 -0.613620 1.426544 0.000 -0.045 0.111
H 2.538111 0.255267 0.119115 0.019 0.013 -0.056
H 0.136377 3.104580 -0.004860 -0.038 0.059 0.010
H 1.702768 3.134432 0.827628 0.031 0.038 0.033
H 1.555949 2.389522 -0.773235 0.045 -0.001 -0.048
H -0.310824 -0.399658 0.224768 0.468 1.234 -0.116
C 0.137172 -1.306882 -2.042647 -2.407 -1.740 1.291
C -1.063655 -1.958175 -0.964719 1.607 0.872 -2.363
C -2.491673 -1.622212 -1.294540 0.033 0.799 -0.040
N -0.671812 -2.810009 -0.122651 0.541 0.087 0.113
H -0.269309 -1.566443 -3.013273 0.140 -0.661 -0.328
H 1.008150 -1.888063 -1.771030 0.260 0.034 -0.255
H 0.340092 -0.248587 -2.155549 -0.309 0.051 0.920
H -2.533780 -0.582528 -1.624933 -0.034 -0.030 -0.114
H -2.880461 -2.239315 -2.108097 0.146 -0.064 0.080
H -3.155721 -1.684187 -0.433584 0.059 -0.317 0.088
H -1.421640 -3.282221 0.387091 -0.139 0.327 -0.122

26
Properties=species:S:1:pos:R:3:forces:R:3 method="wB97M-V/def2-TZVPD" smiles=CC1(C)O[C@H]1N.CCC gap_ha=0.387 homo_energy_ev=-9.568 charge=0 lumo_energy_ha=0.0357 energy_ev=-11071.09177
C -2.012366 0.986063 -0.431938 -0.046 -0.331 -0.036
C -1.600130 0.010378 0.632843 -1.031 -1.583 -0.464
C -1.267955 0.501195 1.986990 -0.191 -2.221 0.914
O -2.502210 -1.271576 0.842137 0.320 1.384 -0.947
C -1.207906 -1.372895 0.295143 0.263 0.468 -0.112
N -1.039320 -1.764515 -1.064339 -0.132 -0.163 0.032
H -2.388297 1.905921 0.014447 -0.052 -0.037 -0.048
H -2.784301 0.555676 -1.066402 -0.035 0.084 -0.076
H -1.144297 1.223892 -1.050143 -0.012 0.066 -0.038
H -1.647068 -0.464455 2.489593 0.891 1.975 0.551
H -0.191037 0.607737 2.137069 -0.131 0.235 0.107
H -1.839428 1.372836 2.288977 0.053 0.038 0.079
H -0.480352 -1.866274 0.939069 -0.025 -0.038 0.014
H -1.779550 -1.386277 -1.644625 0.040 0.002 0.038
H -1.074447 -2.774155 -1.149853 0.040 0.048 0.010
C 1.670788 0.426855 -1.686129 0.026 0.121 0.146
C 2.016626 0.930606 -0.288190 0.083 -0.140 -0.097
C 2.553383 -0.187989 0.598848 -0.073 0.214 -0.036
H 2.557242 0.023642 -2.175378 0.058 -0.036 -0.057
H 1.285464 1.235072 -2.307818 -0.034 0.013 -0.081
H 0.922155 -0.363266 -1.633681 -0.010 -0.010 -0.058
H 2.761985 1.727721 -0.358433 -0.063 0.036 0.045
H 1.125673 1.363510 0.173457 0.001 0.075 0.020
H 1.820815 -0.990010 0.681271 -0.023 -0.097 0.026
H 3.466195 -0.607309 0.176870 0.051 -0.059 -0.005
H 2.778337 0.177618 1.600216 0.033 -0.042 0.073

32
Properties=species:S:1:pos:R:3:forces:R:3 method="wB97M-V/def2-TZVPD" gap_ha=0.268 homo_energy_ev=-3.838 charge=-1 lumo_energy_ha=0.1273 energy_ev=-30599.30425
C -3.388619 -1.269236 -0.641135 0.499 4.292 0.816
C 1.494903 -1.591714 2.349851 -0.685 1.526 0.035
C 3.346038 1.068862 0.108235 4.225 -2.252 -2.065
C -2.160324 -0.954246 -1.514744 -0.029 -1.911 2.292
C 0.427286 -1.373270 1.259233 -1.859 0.215 0.582
C 3.896301 2.411779 0.059629 0.608 -0.316 -1.433
C 0.304165 -0.925652 -1.060266 -2.918 -1.351 1.811
N 0.748328 -0.495358 -2.136893 0.392 -0.137 -2.116
O 0.378567 1.975123 -0.232830 -0.519 -0.027 0.241
O -1.485393 0.814925 1.254863 -0.124 -0.776 0.847
O -1.366432 3.236463 1.083302 -1.291 -3.092 1.950
O 4.602201 2.881011 -0.809587 -0.133 -0.050 0.368
O -1.026545 -1.347201 -0.758544 2.615 -0.866 0.264
O 1.072027 -1.126922 0.002068 0.426 -0.660 -0.686
P -1.352681 1.816906 0.173516 0.992 2.214 -1.362
H -3.315631 -2.144184 -0.116074 0.557 -2.512 1.090
H -3.426853 -0.428951 0.222839 -0.119 -1.759 -2.130
H -4.295902 -1.315406 -1.219909 -0.403 0.335 -0.253
H 2.436897 -1.268713 1.849926 -0.267 -0.623 0.897
H 1.230358 -0.854318 3.154928 0.617 -0.647 -0.482
H 1.481395 -2.611267 2.817132 0.321 0.862 -0.793
H 3.934034 0.466244 0.856392 -0.429 0.557 -0.469
H 3.525026 0.586996 -0.899082 -0.561 0.270 1.118
H 2.381003 1.076343 0.397914 -3.375 -0.045 0.780
H -1.992115 0.049055 -1.558555 -0.488 3.058 -1.218
H -2.168030 -1.492104 -2.415974 -0.142 -0.506 -1.615
H -0.325662 -0.524859 1.269484 1.249 -0.667 1.416
H -0.253598 -2.237984 1.281911 0.487 -0.192 -0.735
H 3.568042 2.952532 0.891181 -0.291 1.855 1.675
H 0.124353 -0.748619 -2.917049 0.137 0.660 0.580
H 0.577218 2.088614 -1.179029 -0.539 -0.334 0.468
H -1.139664 4.044187 0.748452 1.046 2.880 -1.872

27
Properties=species:S:1:pos:R:3:forces:R:3 method="wB97M-V/def2-TZVPD" smiles="C=C[Si@](CC)(OC)N(C)C" gap_ha=0.332 homo_energy_ev=-8.116 charge=0 lumo_energy_ha=0.0337 energy_ev=-18949.59208
C 2.154790 1.429528 1.760874 0.076 1.424 1.051
C 1.557185 0.277397 1.709185 -1.527 -2.037 -1.027
Si 0.322162 -0.368141 0.384975 -1.409 1.017 0.138
C -0.754439 -1.809390 1.055467 2.895 0.534 2.512
C -1.946923 -2.047998 0.244017 -1.836 -0.837 -0.855
O 0.866195 -1.162599 -0.925164 0.666 -0.165 -0.573
C 1.961379 -0.986522 -1.750002 1.145 -1.763 -2.750
N -0.622049 0.988445 -0.290506 2.227 -1.684 1.393
C -0.835503 1.140903 -1.691401 1.706 -0.298 -0.607
C -1.151597 2.021073 0.521892 -0.635 1.055 0.504
H 2.774164 1.848526 2.562282 -0.050 -0.594 -0.215
H 1.745163 2.134204 1.107388 0.200 1.388 -1.442
H 1.649167 -0.417756 2.496531 0.692 -0.964 0.965
H -0.039574 -2.671927 1.047036 -0.505 0.502 0.100
H -0.905896 -1.567645 2.167389 -0.357 -0.524 -1.382
H -2.634737 -2.894404 0.516210 0.638 0.836 0.294
H -2.481181 -1.114369 0.229590 -0.863 0.242 -0.120
H -1.713768 -2.263921 -0.797364 0.351 0.085 -0.130
H 2.203395 0.004905 -2.107766 -0.233 0.742 0.549
H 1.848517 -1.546114 -2.775181 -0.391 0.684 1.830
H 2.883011 -1.453478 -1.365120 -0.298 0.332 0.345
H -0.826821 0.174519 -2.181751 -0.283 -0.232 -0.100
H -1.749914 1.642862 -1.882024 -1.016 0.493 -0.299
H -0.000537 1.689938 -2.184976 -0.504 0.142 0.162
H -1.240043 1.825733 1.602928 0.879 -0.001 -0.342
H -0.907006 3.085865 0.294360 0.963 -0.615 0.326
H -2.155150 2.040361 0.251120 -2.528 0.238 -0.326